# 1
Below is a cluster of 13 separate species, C39H68O39 in total in a non-equilibrium geometry, with properties calculated with wB97M-V/def2-TZVPD.

Relative energy (zero: lowest compared OMol25 entry of this formula, charge and spin)   584.1 kJ/mol
Calculated total energy   -4461.032064 hartree
HOMO level   -10.2695 eV
Frontier orbital gap   10.303 eV

```
! RIJCOSX wB97M-V def2-TZVPD def2/J DEFGRID3
* xyz 0 1
C -0.16 -0.84 -1.95
C -0.51 -1.48 -0.61
O -0.92 -0.42 0.21
C -0.77 0.72 -0.42
O -1.14 1.79 0.10
O -0.38 0.59 -1.69
H -0.88 -1.15 -2.71
H 0.85 -0.92 -2.35
H 0.43 -1.96 -0.32
H -1.25 -2.26 -0.78
C -2.39 -11.23 4.80
C -3.64 -11.54 3.86
O -3.53 -10.45 2.91
C -2.86 -9.42 3.44
O -2.86 -8.23 3.08
O -2.26 -9.82 4.56
H -1.51 -11.81 4.50
H -2.69 -11.51 5.81
H -4.59 -11.66 4.38
H -3.58 -12.45 3.27
C -2.53 -8.00 -3.90
C -1.36 -7.27 -4.48
O -2.04 -6.39 -5.40
C -3.22 -6.90 -5.77
O -3.84 -6.60 -6.74
O -3.58 -7.87 -4.89
H -2.79 -7.56 -2.93
H -2.25 -9.05 -3.91
H -0.62 -7.95 -4.91
H -0.93 -6.62 -3.72
C 5.05 -5.76 -7.29
C 6.52 -5.97 -6.91
O 6.65 -5.34 -5.67
C 5.54 -5.06 -5.11
O 5.36 -4.72 -3.92
O 4.50 -5.33 -5.98
H 4.52 -6.71 -7.37
H 4.91 -5.03 -8.09
H 7.17 -5.42 -7.59
H 6.76 -7.04 -6.88
C -6.09 -0.08 -6.93
C -7.63 -0.21 -6.62
O -7.57 -1.15 -5.56
C -6.35 -1.08 -4.94
O -6.07 -1.69 -3.97
O -5.49 -0.45 -5.71
H -5.93 0.93 -7.30
H -5.75 -0.73 -7.73
H -8.16 -0.71 -7.43
H -8.03 0.77 -6.37
C -1.45 4.99 7.18
O -1.38 5.82 8.28
C -1.02 5.34 9.52
O -0.78 4.15 9.84
O -0.74 6.36 10.35
C -0.90 7.77 10.15
H -0.47 4.86 6.73
H -2.19 5.34 6.46
H -1.71 3.98 7.52
H -0.34 8.33 9.40
H -0.75 8.24 11.12
H -1.93 7.91 9.81
C 5.61 7.48 -7.02
O 5.97 6.17 -7.39
C 6.30 5.23 -6.43
O 6.56 5.54 -5.23
O 6.27 3.99 -6.98
C 6.41 2.92 -6.12
H 6.45 8.17 -6.96
H 5.03 7.62 -6.11
H 4.97 7.91 -7.78
H 5.52 2.30 -6.07
H 6.68 3.08 -5.07
H 7.26 2.31 -6.43
C -7.73 3.63 -0.31
O -8.95 2.96 -0.39
C -9.81 3.14 -1.38
O -9.61 3.86 -2.36
O -10.93 2.34 -1.22
C -11.74 2.26 -2.32
H -7.14 3.31 -1.16
H -7.24 3.21 0.57
H -7.84 4.71 -0.28
H -11.23 1.71 -3.11
H -12.03 3.26 -2.61
H -12.68 1.78 -2.05
C 4.11 1.02 8.59
O 3.71 0.11 7.53
C 2.76 -0.83 7.61
O 2.08 -1.17 8.62
O 2.73 -1.45 6.43
C 1.67 -2.37 6.13
H 5.19 0.89 8.68
H 3.68 0.57 9.49
H 3.86 2.07 8.46
H 0.62 -2.08 6.21
H 1.84 -3.26 6.75
H 1.78 -2.77 5.12
C 11.24 0.80 2.12
O 9.91 0.26 2.09
C 9.06 0.85 1.31
O 9.26 1.76 0.49
O 7.85 0.32 1.58
C 6.61 0.87 1.08
H 11.98 0.56 1.35
H 11.79 0.45 2.99
H 11.33 1.87 2.29
H 6.61 0.88 -0.01
H 6.44 1.90 1.41
H 5.80 0.24 1.44
C 7.82 5.30 5.07
O 6.51 5.88 5.07
C 5.86 6.34 3.95
O 6.35 6.27 2.80
O 4.65 6.77 4.28
C 3.69 7.00 3.23
H 8.39 5.46 4.16
H 7.66 4.22 5.10
H 8.48 5.54 5.91
H 3.04 6.14 3.05
H 4.18 7.23 2.29
H 3.02 7.80 3.55
C -7.16 1.89 9.51
O -7.67 1.12 8.40
C -6.85 0.39 7.58
O -5.76 -0.04 7.97
O -7.52 0.15 6.44
C -6.86 -0.57 5.45
H -7.18 2.96 9.30
H -6.13 1.63 9.75
H -7.89 1.66 10.28
H -6.92 -1.65 5.59
H -5.81 -0.31 5.31
H -7.19 -0.44 4.42
C -1.09 -2.32 -10.72
O -0.18 -1.74 -9.89
C -0.24 -0.43 -9.67
O -0.92 0.38 -10.26
O 0.64 -0.08 -8.71
C 0.66 1.24 -8.12
H -2.12 -2.15 -10.41
H -0.84 -3.33 -11.03
H -1.09 -1.89 -11.72
H 1.47 1.55 -7.46
H -0.20 1.58 -7.53
H 0.71 2.00 -8.90
*
```

Löwdin population analysis, charges in e, atoms 1 to 99: -0.07, -0.13, 0.09, -0.57, 0.09, 0.07, 0.13, 0.13, 0.13, 0.13, -0.08, -0.08, 0.06, -0.56, 0.11, 0.05, 0.12, 0.12, 0.12, 0.12, -0.12, -0.12, 0.06, -0.59, 0.16, 0.06, 0.14, 0.13, 0.13, 0.13, -0.07, -0.11, 0.09, -0.56, 0.10, 0.03, 0.13, 0.13, 0.13, 0.13, -0.11, -0.11, 0.05, -0.60, 0.18, 0.08, 0.12, 0.13, 0.13, 0.13, -0.08, -0.04, -0.49, 0.09, -0.01, -0.04, 0.10, 0.10, 0.09, 0.09, 0.09, 0.09, -0.08, -0.01, -0.47, 0.08, 0.01, -0.09, 0.09, 0.10, 0.09, 0.10, 0.10, 0.10, -0.05, 0.00, -0.52, 0.10, -0.02, -0.10, 0.10, 0.10, 0.10, 0.10, 0.10, 0.10, -0.01, -0.02, -0.55, 0.07, 0.00, -0.04, 0.09, 0.09, 0.09, 0.10, 0.09, 0.09, -0.04


# 2
Below is a structure of composition C32H45AgN4O2, with properties calculated with wB97M-V/def2-TZVPD.

Calculated total energy   -1762.843140 hartree
HOMO level (alpha / beta)   -6.9735 / -7.0408 eV
Frontier orbital gap (alpha / beta)   5.663 / 5.819 eV

```
! RIJCOSX wB97M-V def2-TZVPD def2/J DEFGRID3
* xyz 0 1
Ag -0.87 2.04 -2.20
C -0.24 0.80 5.51
C -1.33 0.23 4.60
C -2.70 0.42 5.27
C -1.08 -1.27 4.44
C -1.31 0.97 3.27
C -1.07 0.35 2.08
C -1.06 1.07 0.86
N -0.82 0.57 -0.34
C -0.35 -0.61 -0.74
C 0.47 -1.47 0.01
C 1.03 -2.59 -0.54
C 0.76 -2.88 -1.90
C -0.03 -2.10 -2.70
C -0.63 -0.91 -2.15
O -1.37 -0.14 -2.82
C -0.31 -2.46 -4.15
C 0.09 -1.31 -5.07
C 0.41 -3.72 -4.63
C -1.82 -2.71 -4.29
C 1.90 -3.55 0.26
C 2.06 -3.10 1.72
C 1.20 -4.92 0.26
C 3.30 -3.67 -0.36
C -1.41 2.50 0.85
O -1.51 3.13 -0.23
C -1.62 3.13 2.13
C -1.56 2.37 3.26
C -1.96 4.61 2.17
C -0.91 5.40 1.37
C -1.97 5.17 3.59
C -3.35 4.80 1.55
H -0.22 0.26 6.46
H -0.40 1.86 5.72
H 0.74 0.70 5.04
H -2.74 -0.12 6.21
H -3.49 0.05 4.63
H -2.89 1.47 5.48
H -1.15 -1.76 5.42
H -0.09 -1.46 4.04
H -1.82 -1.73 3.79
H -0.93 -0.72 2.02
H 0.73 -1.16 1.01
H 1.22 -3.76 -2.31
H 1.18 -1.23 -5.12
H -0.31 -0.37 -4.71
H -0.28 -1.48 -6.08
H 1.50 -3.62 -4.56
H 0.16 -3.88 -5.68
H 0.10 -4.60 -4.08
H -2.37 -1.80 -4.06
H -2.14 -3.50 -3.61
H -2.05 -3.01 -5.31
H 1.09 -3.01 2.20
H 2.58 -2.15 1.77
H 2.64 -3.83 2.27
H 0.18 -4.81 0.63
H 1.73 -5.62 0.90
H 1.15 -5.33 -0.74
H 3.80 -2.70 -0.34
H 3.25 -4.02 -1.39
H 3.90 -4.37 0.22
H -1.72 2.83 4.21
H 0.08 5.23 1.78
H -1.13 6.47 1.43
H -0.92 5.11 0.33
H -1.02 5.00 4.09
H -2.77 4.74 4.19
H -2.14 6.25 3.55
H -3.37 4.41 0.53
H -3.60 5.86 1.53
H -4.09 4.28 2.14
N 3.63 -0.68 -3.85
C 3.13 0.57 -3.76
C 1.96 0.83 -3.03
N 1.43 2.04 -2.97
C 2.08 3.02 -3.60
C 3.27 2.77 -4.27
N 3.79 1.56 -4.36
H 3.09 -1.46 -3.51
H 4.39 -0.84 -4.49
H 1.45 0.03 -2.51
H 1.64 4.01 -3.56
H 3.81 3.56 -4.76
*
```

Partial atomic charges computed with the Löwdin method, in multiples of e: 0.78, -0.04, -0.56, -0.04, -0.06, -0.16, 0.04, -0.17, 0.11, -0.20, 0.03, -0.17, 0.02, -0.11, -0.34, -0.10, -0.54, -0.04, -0.06, -0.04, -0.56, -0.06, -0.04, -0.04, -0.27, -0.08, -0.08, 0.04, -0.54, -0.04, -0.06, -0.03, 0.09, 0.08, 0.09, 0.08, 0.09, 0.08, 0.09, 0.08, 0.09, 0.09, 0.09, 0.10, 0.07, 0.07, 0.09, 0.08, 0.09, 0.08, 0.08, 0.09, 0.08, 0.08, 0.09, 0.09, 0.09, 0.08, 0.08, 0.09, 0.07, 0.08, 0.10, 0.09, 0.08, 0.07, 0.09, 0.08, 0.08, 0.08, 0.08, 0.09, 0.15, -0.37, -0.07, 0.02, -0.13, -0.13, 0.12, 0.09, 0.11, 0.09, 0.10, 0.10


# 3
Below is a structure of composition C4H6ErO3 in a non-equilibrium geometry, with properties calculated with wB97M-V/def2-TZVPD.

Relative energy (zero: lowest compared OMol25 entry of this formula, charge and spin)   103.9 kJ/mol
Calculated total energy   -1396.576765 hartree
HOMO level (alpha / beta)   -7.0415 / -7.8669 eV
Frontier orbital gap (alpha / beta)   6.372 / 6.288 eV

```
! RIJCOSX wB97M-V def2-TZVPD def2/J DEFGRID3
* xyz 0 5
O -0.14 -1.13 -0.41
C 1.12 -0.78 -0.31
O 2.02 -1.59 -0.30
C -1.21 -0.10 -0.56
H -1.63 -0.33 -1.55
C -2.27 -0.41 0.49
H -2.63 -1.46 0.45
H -1.91 -0.21 1.51
H -3.13 0.25 0.31
Er -0.22 2.13 -0.48
O 1.29 0.54 -0.02
C 2.54 1.27 0.23
H 3.26 0.94 -0.55
H 2.91 0.88 1.19
*
```

Partial atomic charges computed with the natural (NBO) method, in multiples of e: -0.51, 0.98, -0.60, -0.49, 0.18, -0.65, 0.22, 0.20, 0.21, 1.43, -0.73, -0.58, 0.17, 0.17


- Which formula does entry 2 have?
  C32H45AgN4O2


What did the third record say?
Below is a structure of composition C4H6ErO3 in a non-equilibrium geometry, with properties calculated with wB97M-V/def2-TZVPD.

Relative energy (zero: lowest compared OMol25 entry of this formula, charge and spin)   103.9 kJ/mol
Calculated total energy   -1396.576765 hartree
HOMO level (alpha / beta)   -7.0415 / -7.8669 eV
Frontier orbital gap (alpha / beta)   6.372 / 6.288 eV

```
! RIJCOSX wB97M-V def2-TZVPD def2/J DEFGRID3
* xyz 0 5
O -0.14 -1.13 -0.41
C 1.12 -0.78 -0.31
O 2.02 -1.59 -0.30
C -1.21 -0.10 -0.56
H -1.63 -0.33 -1.55
C -2.27 -0.41 0.49
H -2.63 -1.46 0.45
H -1.91 -0.21 1.51
H -3.13 0.25 0.31
Er -0.22 2.13 -0.48
O 1.29 0.54 -0.02
C 2.54 1.27 0.23
H 3.26 0.94 -0.55
H 2.91 0.88 1.19
*
```

Partial atomic charges computed with the natural (NBO) method, in multiples of e: -0.51, 0.98, -0.60, -0.49, 0.18, -0.65, 0.22, 0.20, 0.21, 1.43, -0.73, -0.58, 0.17, 0.17


- The highest calculated total energy belongs to which entry?
  C4H6ErO3